Entry 1:
The following is a quantum chemistry calculation of a structure of composition C43H49BrErF5N8O4S3, from the Open Molecules 2025 dataset.

```
114
Properties=species:S:1:pos:R:3
Er 1.2383 0.8158 -0.2762
O 3.8252 -0.6109 2.0739
C 3.3866 -1.7534 2.6996
C 3.9017 -2.0679 3.9556
C 3.6020 -3.2535 4.6164
C 2.8073 -4.1828 3.9488
C 2.2795 -3.8621 2.6962
C 2.5207 -2.6369 2.0382
C 1.8385 -2.3882 0.6738
O 1.8879 -1.1365 0.2105
N 0.3844 -2.8145 0.8219
N -0.4178 -2.3429 -0.1531
C -1.5685 -2.8697 -0.3805
C -2.4632 -2.2261 -1.3628
Br -2.1247 -0.4105 -1.7800
C -3.4907 -2.7661 -2.0378
C -3.9470 -4.1413 -2.0779
C -5.2666 -4.3855 -2.5072
C -5.7460 -5.6656 -2.6766
C -4.9045 -6.7553 -2.4166
C -3.5986 -6.5099 -1.9996
C -3.1252 -5.2229 -1.8442
H 4.3184 -0.1054 2.7323
H 4.5613 -1.3325 4.4054
H 4.0003 -3.4743 5.5989
H 2.5655 -5.1411 4.3762
H 1.6945 -4.6265 2.1810
H 2.2564 -3.0935 -0.0621
H 0.2564 -3.7835 1.1140
H -1.9422 -3.7385 0.1794
H -4.0702 -2.0832 -2.6446
H -5.9203 -3.5466 -2.7404
H -6.7730 -5.8062 -2.9658
H -5.2415 -7.7872 -2.5346
H -2.9114 -7.3323 -1.8217
H -2.0933 -5.0535 -1.5633
C 4.7969 0.8947 -0.3944
C 4.2426 2.2727 -0.6687
N 2.8446 2.3793 -1.1585
C 2.7620 2.5538 -2.6076
C 3.0614 1.2281 -3.2804
N 2.5133 0.0570 -2.5614
C 3.4193 -1.0823 -2.7346
C 4.5673 -1.1265 -1.7077
N 5.2808 0.1261 -1.5638
H 4.0461 0.2988 0.1221
H 5.5978 1.0141 0.3458
H 4.9134 2.7608 -1.3934
H 4.2965 2.8110 0.2705
H 2.4625 3.1753 -0.6648
H 3.5058 3.3187 -2.9295
H 1.7664 2.9115 -2.8815
H 4.1292 1.0897 -3.3122
H 2.7341 1.2795 -4.3120
H 1.6287 -0.1687 -2.9819
H 3.8469 -1.0813 -3.7659
H 2.8456 -2.0166 -2.6494
H 5.2493 -1.9071 -2.0451
H 4.1713 -1.4626 -0.7282
H 6.2488 -0.0611 -1.4264
C -4.9041 4.2984 -1.1519
C -4.2786 2.9198 -1.1960
N -3.2146 2.7772 -0.1847
C -3.6503 2.8549 1.2310
C -4.9847 2.1510 1.4468
C -1.9284 2.7921 -0.5606
S -0.6274 2.8948 0.5724
N -1.7020 2.9169 -1.8849
C -0.6831 2.4215 -2.5111
O 0.1015 1.4904 -2.1225
C -0.5161 2.9616 -3.9011
C -0.0471 2.1122 -4.9037
C 0.0626 2.5591 -6.2072
C -0.2309 3.8781 -6.5293
C -0.6740 4.7159 -5.5294
C -0.7940 4.2717 -4.2219
H -5.7342 4.3563 -1.8664
H -4.2091 5.0734 -1.4336
H -5.3062 4.5188 -0.1606
H -3.8315 2.7426 -2.1680
H -5.0404 2.1507 -1.0218
H -3.7208 3.9145 1.5303
H -2.8463 2.4230 1.8124
H -5.8047 2.6125 0.8992
H -5.2456 2.1962 2.4974
H -4.9129 1.1025 1.1402
H 0.1794 1.0802 -4.6120
H 0.3991 1.8586 -6.9831
H -0.1534 4.2120 -7.5611
H -0.9045 5.7339 -5.7863
H -1.1615 4.9465 -3.4531
F 2.3661 1.7179 6.7343
C 2.2461 1.8182 5.4199
C 2.6761 2.9675 4.7534
F 3.2845 3.9448 5.4478
C 2.6106 3.0173 3.3824
F 3.1317 4.0957 2.7570
C 2.1061 1.9766 2.6205
O 2.1752 2.0020 1.3233
C 1.5836 0.8995 3.3316
F 1.0103 -0.1170 2.6386
C 1.7051 0.7629 4.6779
F 1.2888 -0.3524 5.3012
S -2.0503 -0.1557 1.7311
C -2.1462 -0.7155 3.2782
N -1.3121 -1.6009 3.8816
C -1.4599 -1.6805 5.3325
C -2.9319 -1.4903 5.5584
S -3.3622 -0.1489 4.3968
H -0.4511 -1.8486 3.4075
H -0.9244 -0.9182 5.8660
H -1.1592 -2.6639 5.6898
H -3.1589 -1.2296 6.5902
H -3.5149 -2.3922 5.2529
```

Computed properties:
- Net charge: 0
- LUMO level (spin up / spin down): 0.312 / 0.312 eV
- Strongest force on any atom: 1.4 eV Å⁻¹
- Multiplicity: 4

=====

Entry 2:
The following is a quantum chemistry calculation of a cluster of 2 separate species, C43H49N4O in total, from the Open Molecules 2025 dataset.

```
97
Properties=species:S:1:pos:R:3
C 6.3501 0.2391 3.8708
C 4.9614 0.2307 3.3184
C 3.9359 -0.3064 4.0909
C 2.6168 -0.2921 3.6550
C 1.5738 -0.8402 4.5819
C 2.3290 0.2858 2.4024
N 0.9769 0.2927 1.9736
C 0.2365 1.3795 1.6594
N -1.0197 0.9255 1.3781
C -2.0903 1.7618 1.0273
C -1.8629 2.7796 0.0800
C -0.5405 2.9549 -0.5823
C -2.9324 3.6040 -0.2516
C -4.1535 3.5085 0.4164
C -5.2143 4.5252 0.1486
C -4.3611 2.4731 1.3339
C -3.3402 1.5839 1.6548
C -3.5917 0.5468 2.7050
C -1.0999 -0.5419 1.3017
C 0.2848 -0.9846 1.6777
C 3.3564 0.7789 1.5753
C 3.0961 1.2809 0.1906
C 4.6654 0.7604 2.0595
H 7.0506 0.6372 3.1308
H 6.3976 0.8566 4.7799
H 6.6591 -0.7768 4.1517
H 4.1610 -0.7393 5.0674
H 0.5507 -0.7429 4.2151
H 1.7760 -1.8983 4.8003
H 1.6243 -0.3094 5.5422
H -0.4586 3.9556 -1.0075
H 0.2803 2.8417 0.1539
H -0.3665 2.2270 -1.3927
H -2.8064 4.3709 -1.0211
H -6.0562 4.3637 0.8290
H -4.8146 5.5402 0.2840
H -5.5692 4.4457 -0.8868
H -5.3288 2.3799 1.8340
H -4.4633 0.8671 3.2859
H -3.8592 -0.4383 2.2922
H -2.7593 0.4387 3.4104
H -1.8414 -0.9120 2.0065
H -1.3665 -0.8682 0.2862
H 0.7798 -1.4977 0.8371
H 0.2924 -1.6270 2.5582
H 4.0502 1.6136 -0.2260
H 2.7100 0.5083 -0.4883
H 2.4137 2.1362 0.1723
H 5.4692 1.1667 1.4409
C 6.3687 3.9381 8.5249
C 4.9096 4.1872 8.3320
C 4.4735 5.4658 7.9816
C 3.1193 5.7509 7.7971
C 2.7008 7.1378 7.4155
C 2.1944 4.7099 7.9695
N 0.7964 4.9546 7.8376
C 0.1587 5.3484 6.6867
C 0.7393 5.0800 5.3612
C 0.1893 5.8737 4.2718
C 0.1179 5.4641 2.9762
C -0.6052 6.2883 2.0195
C -0.4632 6.0739 0.6260
C -1.2985 6.7125 -0.2907
C -2.2452 7.6465 0.1505
C -2.2883 7.9991 1.5069
C -1.4643 7.3470 2.4275
O 1.6242 4.2086 5.2277
N -1.1536 5.4421 6.9815
C -2.2354 5.7815 6.0758
C -1.3400 5.1830 8.3398
C -0.1455 4.8544 8.8608
C 2.6056 3.4157 8.2901
C 1.6103 2.3031 8.3613
C 3.9711 3.1705 8.4766
H 6.5404 2.9055 8.8300
H 6.9268 4.1313 7.6011
H 6.7825 4.5994 9.2919
H 5.2070 6.2606 7.8508
H 1.6986 7.3940 7.7755
H 3.4117 7.8559 7.8499
H 2.7329 7.2848 6.3241
H -0.0936 6.8883 4.5673
H 0.6467 4.5782 2.6062
H 0.3421 5.4234 0.2923
H -1.2074 6.4908 -1.3550
H -2.9269 8.1203 -0.5572
H -2.9604 8.7846 1.8550
H -1.4710 7.6767 3.4676
H -3.1797 5.5272 6.5628
H -2.2557 6.8550 5.8413
H -2.1503 5.2255 5.1268
H -2.3109 5.2299 8.8009
H 0.1175 4.5355 9.8532
H 2.1612 1.3653 8.4949
H 0.9125 2.4102 9.2034
H 1.0335 2.2178 7.4274
H 4.3011 2.1579 8.7209
```

Computed properties:
- Net charge: +1
- LUMO level: -3.899 eV
- Energy relative to the best compared isomer or geometry (same formula, charge and spin): 0.00 kcal per mole
- Strongest force on any atom: 3.6 eV Å⁻¹
- Multiplicity: 1